(1)
Entry from OMol25: a molecular structure, C6H13CeO3 (wB97M-V/def2-TZVPD).

Cartesian coordinates (Å):
C 3.04 1.40 -0.64
O 1.94 0.56 -0.42
C 2.26 -0.80 0.04
C 1.15 -1.67 -0.32
O -0.18 -1.44 0.31
C -1.31 -1.82 -0.44
C -2.44 -0.87 -0.11
O -1.98 0.46 -0.35
C -3.01 1.44 -0.27
Ce 0.06 0.91 0.52
H 2.69 2.39 -0.95
H 3.63 1.51 0.28
H 3.64 0.98 -1.47
H 2.38 -0.73 1.14
H 1.35 -2.73 -0.11
H -1.61 -2.85 -0.18
H -1.10 -1.78 -1.52
H -2.73 -0.96 0.95
H -3.31 -1.09 -0.74
H -2.58 2.44 -0.30
H -3.63 1.35 -1.18
H -3.55 1.33 0.68
H 1.51 -1.59 -1.45

Calculated values
Frontier orbital gap (spin up / spin down) = 5.82 / 6.98 eV
Net charge = +1
Energy above the lowest of the compared OMol25 structures with the same formula, charge and spin = 54.95 kcal/mol
2S+1 = 3
LUMO energy (spin up / spin down) = -3.230 / -3.772 eV
Total energy = -25492.028 eV
HOMO (spin up / spin down) = -9.05 / -10.75 eV

Results of the Mulliken charge analysis, in e, for atoms 1 through 6:
1 C -0.678
2 O -0.090
3 C -1.209
4 C -0.280
5 O -0.227
6 C -0.483

***

(2)
Entry from OMol25: 2 unconnected molecules or ions with the total composition C6H13Cl3NP (wB97M-V/def2-TZVPD).

Cartesian coordinates (Å):
Cl 2.96 -1.32 0.33
C 2.11 -2.07 1.63
P 0.30 -2.59 1.06
Cl 0.45 -4.49 1.20
C -0.43 -2.02 2.73
Cl 0.25 -2.74 4.26
H 2.59 -3.03 1.81
H 1.94 -1.44 2.52
H -0.39 -1.00 2.86
H -1.43 -2.32 2.66
C -1.02 2.87 -0.62
C -0.63 1.59 -1.50
C 0.88 1.48 -1.60
C -1.56 1.08 -2.57
N -1.61 0.44 -1.29
H -2.01 2.95 -0.67
H -0.43 3.74 -0.88
H -0.74 2.64 0.36
H 1.12 0.42 -2.08
H 1.13 2.30 -2.27
H 1.37 1.58 -0.60
H -2.53 1.59 -2.81
H -1.17 0.79 -3.50
H -1.16 -0.44 -1.03

Calculated values
Frontier orbital gap = 9.77 eV
Energy above the lowest of the compared OMol25 structures with the same formula, charge and spin = 5.72 kcal/mol
2S+1 = 1
LUMO energy = 0.569 eV
Total energy = -54777.044 eV
HOMO = -9.20 eV
SMILES = ClCP(Cl)CCl.CC1(C)CN1

Results of the Mulliken charge analysis, in e, for atoms 1 through 6:
1 Cl -0.161
2 C -0.548
3 P 0.367
4 Cl -0.223
5 C -0.832
6 Cl -0.160

***

Q: What is the 2S+1 in the second record?
A: 1

***

Q: Among the records above, which one has the highest total energy?
A: C6H13CeO3

***

Q: Among the records above, which one has the lowest total energy?
A: C6H13Cl3NP